1.
DFT (ωB97M-V/def2-TZVPD) results for a 4-piece molecular cluster, C42H81BF6I2N3O17S2 overall.

For the total energy, the calculation gives -138986.85131 eV. As for the total charge: +1.

CARTESIAN COORDINATES (ANGSTROEM)
C1 -10.23 1.20 -4.37
C2 -9.17 0.97 -3.87
C3 -7.89 0.62 -3.25
C4 -8.20 -0.16 -1.96
C5 -7.17 -1.12 -1.29
C6 -5.72 -1.26 -1.78
O1 -5.64 -1.42 -3.16
B1 -6.28 -2.49 -3.80
O2 -7.57 -2.34 -4.29
O3 -5.65 -3.66 -4.01
N1 -5.33 -2.61 -1.21
C7 -4.01 -2.93 -1.27
N2 -3.64 -4.11 -0.85
C8 -4.52 -5.08 -0.23
I1 -3.41 -5.75 1.53
C9 -4.89 -6.32 -1.05
C10 -3.91 -6.72 -2.13
I2 -6.92 -6.19 -1.79
N3 -3.14 -1.97 -1.75
C11 -1.88 -2.32 -2.28
F1 -1.01 -2.81 -1.34
F2 -1.27 -1.27 -2.81
C12 -1.90 -3.41 -3.43
F3 -2.98 -3.27 -4.17
F4 -1.79 -4.64 -2.93
F5 -0.83 -3.21 -4.20
C13 -3.31 -0.74 -0.90
S1 -3.29 -1.41 0.86
O4 -2.41 0.26 -1.02
C14 -1.10 0.19 -0.45
C15 -0.79 1.28 0.56
C16 -1.20 2.69 0.08
O5 -1.24 0.97 1.86
C17 -4.71 -0.15 -1.35
C18 -4.49 0.88 -2.50
C19 -3.64 0.50 -3.74
C20 -2.41 1.42 -3.89
C21 -1.87 1.39 -5.34
C22 -0.55 0.63 -5.47
C23 0.59 1.20 -4.63
O6 1.79 0.51 -4.91
C24 2.07 -0.55 -4.02
S2 -5.32 0.95 -0.03
O7 -4.32 1.90 0.31
O8 -5.82 0.25 1.10
F6 -6.48 1.78 -0.65
H1 -11.11 1.19 -4.96
H2 -7.45 1.58 -2.99
H3 -7.32 0.10 -4.00
H4 -9.11 -0.73 -2.13
H5 -8.51 0.57 -1.22
H6 -7.21 -0.95 -0.22
H7 -7.59 -2.12 -1.35
H8 -8.24 -2.49 -3.63
H9 -6.22 -4.26 -4.49
H10 -5.60 -2.58 -0.23
H11 -2.65 -4.34 -0.86
H12 -5.41 -4.65 0.18
H13 -4.95 -7.15 -0.36
H14 -3.94 -7.78 -2.35
H15 -4.01 -6.13 -3.04
H16 -2.90 -6.53 -1.76
H17 -3.44 -0.30 1.59
H18 -0.80 -0.76 -0.04
H19 -0.40 0.38 -1.26
H20 0.30 1.27 0.61
H21 -1.58 2.64 -0.93
H22 -0.35 3.36 0.14
H23 -1.98 3.07 0.73
H24 -1.86 1.64 2.19
H25 -4.03 1.77 -2.09
H26 -5.46 1.21 -2.85
H27 -3.39 -0.54 -3.83
H28 -4.24 0.72 -4.62
H29 -1.64 1.18 -3.18
H30 -2.76 2.43 -3.70
H31 -1.74 2.39 -5.72
H32 -2.58 0.88 -5.98
H33 -0.67 -0.44 -5.26
H34 -0.22 0.71 -6.50
H35 0.39 1.19 -3.56
H36 0.74 2.24 -4.91
H37 2.96 -0.34 -3.43
H38 2.24 -1.47 -4.57
H39 1.23 -0.74 -3.34
C25 7.21 0.13 -0.87
O9 6.65 -1.16 -1.02
C26 7.60 -2.19 -0.78
C27 6.91 -3.43 -0.27
O10 6.53 -3.37 1.10
C28 5.40 -2.57 1.43
C29 4.08 -3.17 0.99
O11 3.85 -2.93 -0.39
C30 2.92 -3.83 -0.94
H40 8.01 0.30 -1.60
H41 6.42 0.86 -1.04
H42 7.60 0.27 0.14
H43 8.34 -1.87 -0.05
H44 8.10 -2.42 -1.73
H45 7.63 -4.25 -0.32
H46 6.06 -3.71 -0.90
H47 5.51 -1.55 1.05
H48 5.40 -2.53 2.52
H49 3.27 -2.70 1.57
H50 4.09 -4.25 1.20
H51 3.27 -4.86 -0.84
H52 2.82 -3.60 -2.00
H53 1.93 -3.71 -0.46
C31 -5.28 2.35 8.43
O12 -4.48 3.20 7.63
C32 -3.14 2.76 7.54
C33 -2.51 3.22 6.25
O13 -2.90 2.46 5.11
C34 -4.20 2.69 4.59
C35 -4.35 4.02 3.88
O14 -4.53 5.06 4.82
C36 -4.20 6.32 4.29
H54 -4.93 2.34 9.46
H55 -6.30 2.74 8.41
H56 -5.29 1.33 8.03
H57 -3.08 1.67 7.60
H58 -2.58 3.19 8.38
H59 -1.43 3.05 6.33
H60 -2.66 4.28 6.08
H61 -4.97 2.56 5.36
H62 -4.35 1.90 3.85
H63 -5.22 3.99 3.21
H64 -3.45 4.20 3.27
H65 -3.15 6.35 3.98
H66 -4.34 7.05 5.09
H67 -4.84 6.58 3.45
C37 13.66 3.87 4.38
O15 12.48 3.20 3.97
C38 11.41 4.09 3.70
C39 10.46 3.50 2.68
O16 10.94 3.56 1.34
C40 11.95 2.63 0.97
C41 11.46 1.21 0.84
O17 11.36 0.59 2.11
C42 10.49 -0.52 2.09
H68 13.50 4.41 5.32
H69 14.43 3.11 4.53
H70 14.00 4.56 3.60
H71 11.80 5.05 3.32
H72 10.87 4.28 4.63
H73 9.56 4.12 2.68
H74 10.17 2.49 2.95
H75 12.81 2.69 1.65
H76 12.29 2.96 -0.01
H77 12.18 0.63 0.23
H78 10.49 1.21 0.34
H79 9.48 -0.21 1.79
H80 10.43 -0.92 3.11
H81 10.86 -1.30 1.42

***

2.
DFT (ωB97M-V/def2-TZVPD) results for one molecule with the formula C4H8O2.

For the energy relative to the best compared isomer or geometry (same formula, charge and spin), the calculation gives 152.9 kJ/mol. The SMILES is CCOCC=O. As for the total charge: 0.

CARTESIAN COORDINATES (ANGSTROEM)
C1 -2.14 -0.38 -0.57
C2 -0.63 -0.39 -0.53
O1 -0.20 0.56 0.43
C3 1.16 0.90 0.36
C4 2.11 -0.07 1.05
O2 3.29 -0.08 0.80
H1 -2.52 0.61 -0.84
H2 -2.57 -0.66 0.39
H3 -2.50 -1.10 -1.32
H4 -0.26 -1.40 -0.26
H5 -0.22 -0.14 -1.52
H6 1.26 1.86 0.88
H7 1.54 1.03 -0.66
H8 1.67 -0.75 1.81

***

3.
DFT (ωB97M-V/def2-TZVPD) results for C23H37MgO2 as an isolated structure.

For the total energy, the calculation gives -33986.30607 eV. As for the total charge: -1.

CARTESIAN COORDINATES (ANGSTROEM)
O1 -2.03 1.82 -0.31
C1 -3.49 1.63 -0.46
C2 -3.64 2.78 -1.46
H1 -3.90 1.84 0.53
H2 -3.73 0.67 -0.95
C3 -2.18 2.99 -1.21
H3 -4.31 3.58 -1.14
H4 -3.84 2.54 -2.50
C4 -1.97 4.29 -0.50
H5 -2.72 4.44 0.28
H6 -2.17 5.02 -1.27
H7 -0.94 4.42 -0.17
C5 -1.39 2.85 -2.46
H8 -1.72 1.97 -3.03
H9 -0.32 2.88 -2.23
H10 -1.65 3.71 -3.07
Mg1 -0.91 1.27 1.00
C6 3.92 -1.68 -0.25
C7 3.32 -2.90 0.19
C8 2.48 -3.39 -0.85
H11 3.46 -3.37 1.16
C9 2.55 -2.45 -1.94
C10 3.44 -1.41 -1.57
H12 3.68 -0.53 -2.17
H13 4.67 -1.10 0.29
H14 1.87 -4.29 -0.83
H15 2.04 -2.55 -2.90
C11 2.17 1.43 2.17
C12 1.78 1.49 0.80
C13 0.81 2.54 0.67
H16 2.19 0.92 -0.03
C14 0.48 2.98 2.01
C15 1.39 2.35 2.90
H17 1.45 2.53 3.96
H18 2.98 0.85 2.59
H19 0.57 3.10 -0.23
H20 -0.23 3.76 2.27
O2 -0.76 -1.10 -1.19
C16 -0.84 -0.63 -2.54
C17 -1.66 -1.67 -3.35
H21 0.18 -0.62 -2.99
H22 -1.19 0.42 -2.55
C18 -1.31 -3.00 -2.63
H23 -1.41 -1.59 -4.39
H24 -2.76 -1.43 -3.27
C19 -0.74 -2.53 -1.29
H25 -0.59 -3.59 -3.19
H26 -2.21 -3.59 -2.46
H27 0.28 -2.87 -1.15
H28 -1.29 -2.93 -0.47
C20 2.17 -1.46 3.38
C21 0.77 -1.60 2.74
C22 0.12 -2.74 3.56
C23 -0.16 -0.40 2.63
H29 2.14 -0.88 4.31
H30 2.92 -1.03 2.71
H31 2.55 -2.45 3.67
H32 0.92 -1.93 1.69
H33 0.00 -2.38 4.60
H34 -0.86 -3.01 3.18
H35 0.79 -3.61 3.58
H36 -1.22 -0.68 2.69
H37 0.08 0.29 3.45

***

Q: Which of these has the lowest total charge?
A: C23H37MgO2